1.
A 4-piece molecular cluster, C19H48NO14P3 overall, computed with ωB97M-V with the def2-TZVPD basis set.

The geometry in XYZ format:
```
85
Properties=species:S:1:pos:R:3:forces:R:3
C 0.73873 -1.88400 -0.81367 -0.7 1.4 -1.4
N 1.01440 -3.29397 -0.91562 -1.3 0.7 2.6
O 2.08887 -3.67291 -0.60029 2.8 -1.0 0.0
O 0.06387 -3.97222 -1.13277 -1.7 -1.9 -1.2
H -0.30684 -1.68752 -0.57645 0.2 -0.4 0.6
H 0.72441 -1.68821 -1.88585 0.6 1.2 0.0
H 1.45181 -1.36307 -0.17472 0.0 -0.1 -0.5
C -5.22823 -2.51613 6.58102 0.7 0.2 -0.2
C -4.58034 -3.68220 7.27360 -1.8 -0.7 1.2
O -4.49865 -4.88449 6.47699 2.5 -0.4 -1.7
P -3.20160 -5.18849 5.49207 -1.3 -1.1 -0.9
O -3.20009 -6.52948 4.75871 0.0 3.3 2.2
O -1.98689 -4.86839 6.53353 -0.3 -0.5 -1.6
C -0.67308 -5.36114 6.12689 1.5 0.2 -0.4
C 0.28509 -4.22032 5.68777 -1.6 0.4 0.4
O -3.24940 -3.92480 4.44628 1.4 -0.9 1.8
C -3.83201 -3.96881 3.16529 -2.2 1.0 -0.5
C -4.17333 -2.49848 2.77392 0.7 0.5 -0.9
H -4.39456 -2.12855 5.99547 -0.7 0.5 -0.7
H -6.13964 -2.76335 6.03667 0.3 -0.1 -0.3
H -5.50821 -1.74904 7.30302 0.2 -0.1 0.2
H -3.67639 -3.32704 7.76841 0.4 -0.6 -0.3
H -5.26010 -4.06433 8.03519 0.2 0.3 0.4
H -0.18145 -5.87453 6.95324 -0.6 0.0 0.4
H -0.75566 -6.10315 5.33272 -0.3 0.1 0.0
H -0.21365 -3.65346 4.90163 0.3 -0.1 -0.4
H 0.35710 -3.49691 6.49994 0.3 -0.1 0.2
H 1.28476 -4.53826 5.39169 -0.2 -0.2 0.0
H -3.28229 -4.55335 2.42757 0.5 0.4 0.1
H -4.79660 -4.47094 3.23959 -0.1 -0.3 0.0
H -3.34013 -1.80281 2.87353 0.4 -0.3 0.5
H -4.39897 -2.32494 1.72176 -0.1 -0.8 -0.3
H -5.00973 -1.98426 3.24732 -0.1 -0.7 0.7
C 5.84270 2.56991 3.33560 0.2 -1.1 0.9
C 6.18533 3.39489 2.13442 -0.5 0.5 1.1
O 5.97570 2.46285 1.07036 1.7 0.1 -3.1
P 6.87796 2.62663 -0.32126 1.3 2.4 -0.9
O 8.11426 3.49966 -0.19544 -2.8 -2.0 0.1
O 5.84004 3.25209 -1.43952 3.2 -0.4 1.6
C 4.52909 2.82744 -1.56842 -1.0 -0.8 -1.7
C 4.36419 1.73202 -2.65000 -0.1 -0.8 0.4
O 7.18631 1.16262 -0.93732 -1.7 1.9 0.3
C 7.77627 0.16834 -0.16332 2.3 -1.0 0.4
C 9.29215 -0.06607 -0.51660 -0.7 -0.3 0.4
H 6.77973 2.29611 3.82047 -0.2 -0.1 0.4
H 5.13482 2.94682 4.07381 0.2 0.4 -0.2
H 5.43536 1.63343 2.95460 -0.2 0.0 0.2
H 5.52729 4.26152 2.07080 -0.1 -0.1 -0.6
H 7.19915 3.77101 2.27160 0.1 -0.2 -0.9
H 4.20420 2.56644 -0.56123 -0.8 -0.1 -0.3
H 4.01042 3.66069 -2.04250 -0.3 0.3 0.9
H 4.92273 0.82122 -2.43420 0.0 0.0 0.2
H 3.31956 1.44705 -2.77500 -0.2 0.0 0.4
H 4.64289 2.00477 -3.66786 0.4 0.6 0.2
H 7.74724 0.38075 0.90539 -0.1 0.4 0.1
H 7.20767 -0.75607 -0.26464 0.0 0.0 -0.4
H 9.96254 0.79202 -0.46800 -0.5 0.4 0.4
H 9.59766 -0.76420 0.26273 0.4 -0.2 -0.1
H 9.52193 -0.49771 -1.49076 -0.6 -0.2 0.0
C -4.09316 2.29758 -1.43720 1.3 -0.9 2.0
C -3.37811 3.19045 -2.39219 -1.3 2.0 0.5
O -3.72836 2.84129 -3.67909 0.9 -1.3 -4.5
P -2.72176 2.28863 -4.88947 -3.0 0.7 1.6
O -1.63558 1.48813 -4.30947 -0.3 0.1 -1.1
O -3.78358 1.61888 -5.94031 1.3 -0.3 1.3
C -4.88931 2.36023 -6.51424 0.4 0.5 0.5
C -6.13897 2.11067 -5.74936 -1.1 0.4 0.3
O -2.36548 3.63971 -5.67954 -1.8 -1.1 2.9
C -1.52745 3.55997 -6.74761 2.6 1.5 -2.1
C -2.12445 2.98302 -7.98480 -1.2 -0.9 -0.9
H -3.36915 1.51410 -1.21342 -0.5 -0.7 0.0
H -4.22816 2.78755 -0.47294 0.1 0.3 0.1
H -5.08625 1.90110 -1.64854 0.3 0.1 -0.8
H -3.85119 4.16519 -2.27313 0.3 0.5 0.1
H -2.30953 3.35601 -2.25502 0.0 -0.6 0.2
H -4.59625 3.41002 -6.50168 -0.3 0.0 -0.2
H -5.07429 2.03933 -7.53937 0.7 -0.2 0.0
H -6.22776 2.65966 -4.81190 0.5 -0.4 0.2
H -6.97357 2.52489 -6.31502 -0.1 -0.2 -0.4
H -6.30103 1.04021 -5.62300 0.0 0.1 0.2
H -1.32678 4.62160 -6.89178 0.7 0.0 -0.5
H -0.60027 3.04272 -6.50084 0.1 0.0 0.2
H -2.38965 1.94250 -7.79748 -0.2 0.0 -0.1
H -3.02552 3.53228 -8.25772 -0.2 -0.1 0.1
H -1.57268 2.92924 -8.92329 0.8 0.5 0.4
```
Forces are in eV/Å.

Properties
SMILES: CCOP(=O)(OCC)OCC.CCOP(=O)(OCC)OCC.CCOP(=O)(OCC)OCC.C[N+](=O)[O-]
lowest unoccupied orbital energy: 0.2 eV
multiplicity: 1
calculated total energy: -78505.094 eV
M: 607.51 g/mol
HOMO energy: -10.41 eV
energy above the lowest of the compared OMol25 structures with the same formula, charge and spin: 4.4166 eV
frontier orbital gap: 10.608 eV

Mulliken atomic charge list, values in e, 2 entries: -0.806 0.965



2.
A 2-piece molecular cluster, C21H39BCl2F4NO12P2S4 overall, computed with ωB97M-V with the def2-TZVPD basis set.

The geometry in XYZ format:
```
86
Properties=species:S:1:pos:R:3:forces:R:3
C 4.35845 2.89919 0.66512 -1.0 0.0 -0.4
C 2.96306 2.05486 0.57421 1.1 3.2 -0.5
O 3.18680 0.61950 0.52604 -3.2 -1.8 -1.1
B 1.94442 -0.12826 0.68375 2.9 4.3 4.2
O 1.40098 0.12399 2.01872 1.1 -2.3 -2.4
N 1.38103 -1.11415 -0.32029 -0.6 0.3 -0.3
P 2.69183 -2.40683 -0.43059 2.3 -3.8 -0.2
O 2.16475 -3.65830 -1.49774 1.1 2.8 0.9
Cl 4.43670 -1.68176 -1.34386 -1.6 -0.2 0.1
C 1.00915 -0.63668 -1.66995 -1.6 0.6 -3.6
C 1.93175 0.37335 -2.47554 0.0 0.4 -1.8
C 2.64744 -0.25368 -3.79966 5.1 1.4 -1.2
O 3.76045 0.21406 -4.16225 -5.6 -2.2 1.6
F 2.13376 -1.33413 -4.55939 0.3 2.1 2.2
C -0.53652 -0.13539 -1.83354 0.4 -1.8 -1.3
S -0.99541 1.37998 -0.92977 3.3 5.2 4.5
O -0.03104 2.54283 -1.17468 -2.4 -3.9 -1.0
O -1.11636 1.27954 0.56864 -0.4 -1.8 -3.6
C -2.67018 2.08107 -1.50203 -2.8 1.9 0.2
F -3.31169 2.66202 -0.35747 2.1 -1.7 -3.4
F -3.55924 1.09085 -1.98478 2.3 2.5 0.7
F -2.40009 3.12452 -2.42825 -1.2 -3.3 2.3
C -1.45732 -1.44163 -1.63918 0.9 -0.7 -0.3
O -1.46229 -2.11745 -2.94066 -1.4 1.7 1.5
C -2.55765 -1.68416 -3.77953 -0.8 -1.0 -2.4
C -2.08736 -0.86463 -5.10970 -0.5 1.4 -1.1
C -2.51042 0.69789 -5.07765 0.4 -0.4 -0.4
O -0.65352 -0.93842 -5.28220 -0.3 0.0 0.6
C -0.82117 -2.57003 -0.62527 -0.9 0.8 1.4
C -2.09133 -2.96191 0.33262 -0.4 0.2 -0.9
C -3.33948 -3.57090 -0.50325 -0.9 0.3 0.6
C -4.65828 -2.63331 -0.35250 -0.9 0.0 0.1
C -5.32951 -2.72055 1.11909 0.4 -0.6 -0.4
S -6.83090 -1.58332 1.23957 -0.3 6.7 -0.2
O -6.76371 -0.71014 2.47119 0.1 -3.5 -2.6
O -6.95144 -0.69110 0.00973 0.6 -3.7 2.7
Cl -8.61081 -2.66773 1.36454 1.3 0.0 -0.1
C 0.24596 -1.86184 0.40666 -3.0 0.0 -0.5
P 0.84277 -3.08297 1.73723 -0.6 -1.9 1.2
S 0.76533 -4.96945 1.20491 0.4 0.7 -0.1
H 4.04527 3.90543 1.14518 0.8 -1.8 -0.8
H 5.14778 2.37248 1.30329 -1.3 0.9 -1.1
H 4.74800 3.15634 -0.37917 -0.4 -0.6 1.4
H 2.32276 2.43500 1.43932 0.7 -1.2 -1.0
H 2.45300 2.43513 -0.39570 0.6 -0.9 1.6
H 2.19096 0.08296 2.62524 -0.9 0.6 -0.8
H 2.95075 -3.95954 -2.01781 -0.7 0.3 0.2
H 1.00977 -1.57742 -2.36312 -0.4 1.4 1.3
H 1.24763 1.19469 -2.93308 1.2 -1.3 0.9
H 2.75952 0.93570 -1.94739 -1.0 -1.0 -0.5
H -0.62146 0.11736 -2.96798 0.1 -0.2 1.9
H -2.49354 -1.10579 -1.29893 1.3 -0.8 -0.5
H -3.04581 -2.65353 -4.19492 0.9 1.5 0.8
H -3.39895 -1.11641 -3.25488 1.4 -0.6 -0.4
H -2.55456 -1.30387 -6.07757 0.4 0.4 1.9
H -2.16982 1.18989 -4.10165 -0.7 -0.6 -1.4
H -1.93919 1.22807 -5.92538 -0.9 -0.8 1.2
H -3.63214 0.85230 -5.26973 1.7 -0.2 0.5
H -0.34800 -0.49751 -6.10371 -0.7 -0.4 0.7
H -0.39634 -3.47459 -1.17110 -0.6 1.4 0.6
H -1.83217 -3.72598 1.13654 -0.1 1.3 -1.0
H -2.46205 -1.94514 0.75585 0.7 -1.7 -0.2
H -3.62373 -4.59569 -0.04603 0.6 1.6 -1.0
H -3.13282 -3.67835 -1.62375 -0.1 0.0 1.7
H -4.43812 -1.52351 -0.53458 -0.2 -1.6 0.2
H -5.48113 -2.92752 -1.11481 1.5 0.4 1.2
H -5.71742 -3.77013 1.36299 0.7 1.5 -0.3
H -4.60401 -2.32652 1.92029 -1.4 -0.6 -1.0
H -0.47625 -1.13088 0.95238 1.9 -0.6 -0.8
H -0.12394 -2.97953 2.82198 0.7 0.8 -0.9
H 2.09586 -2.71481 2.36111 -1.0 0.3 -0.5
C 3.77302 4.25802 6.23874 -0.1 0.2 0.0
C 2.46576 3.67621 5.69707 -0.2 0.0 0.2
C 2.63023 3.50781 4.18545 -0.6 0.1 0.0
S 4.37958 3.26156 3.89753 0.2 0.1 0.6
O 4.88544 4.38840 3.14961 0.0 -0.3 0.2
O 4.60645 1.89218 3.48348 0.0 0.1 -0.2
C 4.88664 3.44013 5.59801 0.1 0.1 0.5
H 3.81697 4.21035 7.32866 0.0 0.0 -0.1
H 3.86085 5.30822 5.94184 0.0 -0.1 0.1
H 2.28243 2.70032 6.15885 0.0 0.1 0.0
H 1.61128 4.31496 5.93156 0.1 -0.1 -0.1
H 2.07690 2.64390 3.81406 0.1 0.1 -0.1
H 2.32230 4.40619 3.64695 0.1 -0.1 0.0
H 5.86034 3.92729 5.64677 0.0 -0.1 -0.2
H 4.94312 2.44092 6.03620 0.0 0.0 -0.1
```
Forces are in eV/Å.

Properties
lowest unoccupied orbital energy: -4.1 eV
multiplicity: 1
calculated total energy: -146966.344 eV
M: 845.46 g/mol
charge: +1
HOMO energy: -11.84 eV
frontier orbital gap: 7.783 eV

Mulliken atomic charge list, values in e, 2 entries: -1.524 0.528



3.
A 2-piece molecular cluster, C6H16 overall, computed with ωB97M-V with the def2-TZVPD basis set.

The geometry in XYZ format:
```
22
Properties=species:S:1:pos:R:3:forces:R:3
C 0.19183 0.80747 0.79754 -0.6 0.3 -1.5
C 1.32831 0.91699 -0.23528 0.8 -0.5 0.5
C 0.59443 0.02758 2.02230 -0.1 -0.6 1.4
C -0.36577 2.21282 1.05031 0.2 0.3 0.5
H -0.60843 0.28134 0.25970 0.0 -0.2 0.4
H 1.47993 0.03818 -0.85439 -0.4 -0.1 -0.1
H 2.29010 0.92808 0.29234 0.0 0.8 0.0
H 0.50290 -1.05633 1.89998 0.4 0.1 -0.4
H 1.59392 0.24955 2.40869 0.2 0.0 -0.5
H -0.01312 0.16239 2.92887 -0.4 0.5 -0.4
H -1.01805 2.59506 0.26210 0.1 -0.4 -0.2
H -0.95175 2.25547 1.97198 0.1 0.0 0.0
H 0.45394 2.93685 1.09757 0.0 0.0 0.4
H 1.20113 1.76470 -0.90690 0.1 0.1 0.1
C -0.13818 -2.10775 -1.62853 1.3 1.7 -0.7
C -1.58235 -1.68198 -1.82557 -0.8 -1.4 1.2
H 0.20529 -2.72376 -0.80079 -0.9 -0.7 -0.1
H 0.26831 -2.46182 -2.57936 0.1 -0.3 0.2
H 0.44495 -1.20013 -1.40292 -0.3 -0.3 -0.4
H -2.15471 -2.44495 -2.35941 0.1 0.2 -0.4
H -2.09597 -1.69191 -0.86563 0.0 0.4 0.3
H -1.72822 -0.70329 -2.25951 0.2 0.1 -0.3
```
Forces are in eV/Å.

Properties
SMILES: CC(C)C.CC
lowest unoccupied orbital energy: 1.0 eV
multiplicity: 1
calculated total energy: -6480.920 eV
M: 88.19 g/mol
HOMO energy: -10.90 eV
energy above the lowest of the compared OMol25 structures with the same formula, charge and spin: 0.7375 eV
frontier orbital gap: 11.921 eV

natural (NBO) atomic charge list, values in e, 2 entries: -0.240 -0.600